The following is a DFT calculation (ωB97M-V with the def2-TZVPD basis set) of C17H26AsN6OS6W as an isolated structure in a non-equilibrium geometry.

Its total energy is -156716.310 eV. Its charge is -1. The value obtained for the LUMO energy (alpha / beta) is 1.1997 / 1.1889 eV. The gap between HOMO and LUMO (alpha / beta) is 4.80 / 4.79 eV. The relative energy (zero: lowest compared OMol25 entry of this formula, charge and spin) is 4.883 eV.

```
58
Properties=species:S:1:pos:R:3:lowdin_charge:R:1
W -0.49384 -0.96987 0.06366 0.7486
C 3.17706 -2.98977 -0.05024 -0.2104
C 3.03606 -2.34197 -1.43514 -0.2786
N 2.54086 -0.98257 -1.28524 -0.1644
C 3.54916 -0.06887 -0.76484 -0.2168
C 2.89796 0.93233 0.19176 -0.2676
N 2.00186 0.23933 1.12286 -0.1323
C 2.75466 -0.49957 2.16036 -0.2252
C 2.57866 -2.04267 2.12806 -0.2961
N 2.10016 -2.56297 0.85076 -0.1489
H 4.14726 -2.72367 0.38506 0.0956
H 3.15666 -4.07507 -0.17804 0.1135
H 2.30326 -2.90007 -2.01884 0.0236
H 4.00206 -2.38087 -1.96294 0.1079
H 2.19586 -0.63917 -2.17954 0.0356
H 4.06906 0.48683 -1.55734 0.1159
H 4.29526 -0.65097 -0.22234 0.1003
H 2.30776 1.64243 -0.38764 0.0296
H 3.68266 1.49523 0.72416 0.1092
H 1.43676 0.95643 1.58516 0.0527
H 2.42986 -0.16097 3.14856 0.0968
H 3.81876 -0.25587 2.06226 0.0993
H 1.84356 -2.31767 2.88556 0.0306
H 3.53396 -2.50487 2.41836 0.1044
H 1.55376 -3.40577 1.07166 -0.0605
S -2.49924 -0.57617 -1.56954 0.6406
C -2.24234 0.73003 -2.68524 -0.6744
C -3.27314 1.12873 -3.53524 -0.1393
C -3.09094 2.17553 -4.41624 -0.1250
C -1.87374 2.83953 -4.46934 -0.1311
C -0.84164 2.45193 -3.63594 -0.1532
C -1.01914 1.40643 -2.74234 -0.6563
S 0.33566 0.91683 -1.72324 0.6461
H -4.20864 0.59013 -3.49114 0.0936
H -3.90084 2.47353 -5.06904 0.0896
H -1.72434 3.65213 -5.16594 0.0855
H 0.11986 2.94283 -3.67104 0.0870
S -0.16674 -5.03047 1.18836 -0.1248
As -1.18904 -3.31137 0.42376 -0.2307
S -0.32814 -1.29567 2.37696 0.2617
S -0.09784 -2.68777 -1.57494 0.1223
S -3.12844 -4.11477 0.10766 -0.1586
C -4.46924 0.17893 2.72786 0.0051
N -3.37954 0.96873 2.21076 -0.0196
C -3.07434 2.23933 2.71696 0.0408
C -1.93294 2.86793 2.25496 -0.0101
C -1.12664 2.24793 1.32746 -0.2854
N -1.40464 0.94253 0.88336 -0.0274
C -2.51344 0.35583 1.38756 -0.6678
O -2.70714 -0.84427 1.05536 -0.3091
N 0.08426 2.77833 0.85946 0.1305
H -5.18804 0.84023 3.20706 0.0913
H -4.09394 -0.55587 3.44606 0.1141
H -4.94004 -0.36757 1.90936 0.1116
H -3.75514 2.64813 3.43846 0.1254
H -1.67154 3.84793 2.62326 0.1114
H 0.12376 3.78443 0.95926 0.1004
H 0.25836 2.49653 -0.11064 -0.0069
```

---

The following is a DFT calculation (ωB97M-V with the def2-TZVPD basis set) of C17H26B2F4N5O4RuSi as an isolated structure in a non-equilibrium geometry.

Its total energy is -56359.661 eV. Its charge is +2. The value obtained for the LUMO energy (alpha / beta) is -8.1542 / -10.2321 eV. The gap between HOMO and LUMO (alpha / beta) is 6.09 / 4.97 eV. Its spin multiplicity is 6.

```
60
Properties=species:S:1:pos:R:3:mulliken_spin:R:1
Ru -0.20408 -0.00798 -1.48584 2.3056
C 1.72982 -3.88128 -1.08454 0.0019
C 1.30552 -2.46528 -1.16164 0.0073
N 0.07582 -2.05938 -1.29824 0.0036
O -0.89698 -3.01638 -1.60424 0.0116
B -1.58698 -2.73738 -2.74354 -0.0190
F -1.24178 -1.63538 -3.40864 0.0191
F -2.54518 -3.49718 -3.14724 0.0011
O -2.75658 -0.47268 -1.57694 0.6409
N -2.07388 0.55862 -1.45204 0.1386
C -2.42078 1.82442 -1.36124 0.1028
C -3.83118 2.28862 -1.36454 0.0025
C -1.26438 2.67732 -1.36694 0.0032
N -0.15058 1.98902 -1.50494 0.2077
O 0.97932 2.63572 -1.79074 0.1663
B 1.85362 1.80672 -2.71744 -0.0257
F 2.69232 2.55892 -3.39384 0.0034
F 0.93682 1.04222 -3.48704 0.0375
O 2.58802 0.77342 -1.86494 0.0115
N 1.78722 -0.22398 -1.51884 0.0594
C 2.28672 -1.39528 -1.23754 0.0226
C 3.74762 -1.65258 -1.22714 0.0021
C -1.28028 4.15202 -1.36034 0.0058
H 0.87052 -4.54468 -1.04304 -0.0001
H 2.35362 -4.03148 -0.20234 0.0013
H 2.33732 -4.15158 -1.94864 0.0004
H -4.48138 1.47552 -1.68384 0.0047
H -3.93758 3.13132 -2.04434 0.0079
H -4.14088 2.62032 -0.37264 0.0125
H 4.27652 -0.72648 -1.43984 -0.0014
H 4.01192 -2.38358 -1.99304 0.0015
H 4.07622 -2.04108 -0.26324 0.0041
H -2.23568 4.54422 -1.02754 0.0009
H -1.07568 4.51802 -2.36914 -0.0096
H -0.47228 4.53852 -0.73754 -0.0048
C -2.88208 -1.59478 0.92476 0.0164
Si -1.44278 -0.80688 1.95516 -0.0137
C -2.35408 0.58232 2.93466 0.0228
C -0.79168 -2.48528 2.66356 0.0290
N -0.08228 0.02552 1.24126 0.5644
C 0.95702 0.56292 1.85856 0.1570
C 1.22182 0.37802 3.25686 0.1670
C 2.34782 0.88852 3.84426 -0.0453
C 3.28222 1.61272 3.09666 0.2412
C 3.03772 1.84322 1.74086 -0.0655
C 1.89992 1.36552 1.14666 0.1079
H -3.44098 -2.26818 1.56526 -0.0011
H -2.47288 -2.17208 0.10626 0.0054
H -3.56118 -0.83968 0.54716 0.0063
H -3.40348 0.33982 3.06996 0.0022
H -2.29148 1.53732 2.41786 0.0012
H -1.91998 0.71692 3.92046 -0.0004
H -1.52578 -2.86638 3.36706 0.0020
H 0.16062 -2.40608 3.17606 0.0002
H -0.69498 -3.21488 1.86356 0.0005
H 0.52022 -0.19628 3.83876 0.0054
H 2.52092 0.73252 4.89956 0.0040
H 4.17052 2.00432 3.56846 0.0038
H 3.73752 2.42072 1.15576 0.0024
H 1.69452 1.62892 0.12416 0.0597
```

---

The following is a DFT calculation (ωB97M-V with the def2-TZVPD basis set) of one molecule with the formula C17H26ClN in a non-equilibrium geometry.

Its total energy is -32061.365 eV. Its charge is 0. The value obtained for the LUMO energy is 0.8094 eV. The gap between HOMO and LUMO is 9.59 eV. The SMILES is CC(C)CC[C@H](c1ccc(Cl)cc1)[C@H]1CCCCN1.

```
45
Properties=species:S:1:pos:R:3:lowdin_charge:R:1
Cl -5.45941 1.09431 -3.28887 0.5496
C -2.61248 0.94208 -3.26654 -0.0955
C -3.90058 0.28309 -1.32109 -0.1671
C -1.46372 0.64785 -2.57733 -0.0413
C -2.82472 0.00156 -0.63155 -0.0164
C -3.77107 0.79663 -2.60898 -0.5653
C -1.54407 0.32070 -1.24616 -0.1839
N 1.98565 1.20645 -0.06722 0.0058
C 0.64564 -3.79905 2.30216 -0.0819
C 2.42955 -3.48095 0.56205 -0.0793
C 1.91824 1.60203 1.34832 -0.2639
C 1.39867 2.92928 1.69943 -0.2286
C 0.04488 3.13884 1.02931 -0.1978
C 0.36589 -1.10735 -0.67971 -0.0923
C 0.08272 2.88585 -0.49831 -0.1403
C 0.52689 -1.79195 0.76296 -0.1801
C -0.30585 0.24385 -0.44003 -0.2705
C 0.62693 1.45039 -0.77881 -0.2577
C 0.97094 -3.22073 0.84561 -0.4775
H -2.51907 1.32756 -4.27487 0.1212
H -4.94575 0.02706 -0.91881 0.1307
H -0.56750 0.69200 -3.14618 0.1147
H -2.68816 -0.27630 0.42779 0.1305
H 2.67695 1.82553 -0.50766 0.1095
H 1.07242 -3.09694 3.10002 0.0901
H -0.54649 -3.98021 2.42402 0.1124
H 1.14354 -4.81751 2.29778 0.0683
H 2.97236 -2.58850 0.89976 0.0895
H 2.49410 -3.46708 -0.50775 0.0709
H 2.77272 -4.37924 0.97486 0.0513
H 1.22605 1.02581 1.97090 0.1077
H 2.93135 1.57747 1.75515 0.1190
H 1.16426 2.87881 2.76769 0.1198
H 2.07458 3.68421 1.54255 0.0835
H -0.79891 2.44315 1.35719 0.1286
H -0.20107 4.19220 1.27475 0.1128
H -0.17012 -1.76377 -1.24566 0.0816
H 1.34143 -1.10243 -1.11719 0.1048
H -0.94532 3.05926 -0.94526 0.1252
H 0.79018 3.66978 -0.89480 0.1229
H 1.23354 -1.25978 1.47943 0.1220
H -0.44250 -1.76805 1.29095 0.1061
H -0.54720 0.40838 0.59659 0.1099
H 0.93770 1.31074 -1.83604 0.1307
H 0.42678 -3.76497 0.08953 0.1206
```

---

The following is a DFT calculation (ωB97M-V with the def2-TZVPD basis set) of one molecule with the formula C17H26N2O2 in a non-equilibrium geometry.

Its total energy is -25123.821 eV. Its charge is 0. The value obtained for the LUMO energy is 0.7310 eV. The gap between HOMO and LUMO is 9.31 eV. The relative energy (zero: lowest compared OMol25 entry of this formula, charge and spin) is 3.096 eV. The SMILES is O=C(CN[C@@]12C[C@@H]3C[C@@H](C[C@@](O)(C3)C1)C2)N1CC[C@@H]2C[C@@H]21.

```
47
Properties=species:S:1:pos:R:3:lowdin_charge:R:1
O -1.89550 -2.62643 0.92767 0.0736
O 0.67210 3.83856 3.14797 -0.0535
C -0.90872 -2.39962 0.30967 -0.4034
N 0.50031 -0.85885 1.99473 0.0153
N -1.09824 -2.26057 -1.10815 -0.0366
C 0.49124 -2.03003 1.02305 -0.0742
C -2.40653 -2.43082 -1.84673 -0.1203
C 0.54146 2.45370 -0.90235 -0.1008
C -0.57319 3.24333 1.17333 -0.0865
C 1.92261 3.17031 1.13552 -0.0516
C -0.82045 0.85916 0.64668 -0.0661
C 1.70932 0.73316 0.51958 -0.0819
C 0.60456 1.56022 2.63860 -0.0727
C -0.77365 2.25595 -0.01660 -0.2335
C 1.85158 2.14965 -0.05718 -0.2517
C 0.65410 2.89956 2.02900 -0.4991
C 0.50945 0.52381 1.49729 -0.3934
C -2.02947 -3.18833 -3.08734 -0.1377
C 0.17419 -4.00790 -2.20983 -0.0315
C -0.48087 -2.98914 -3.22222 -0.1777
C 0.05831 -2.49285 -1.95451 -0.2712
H 1.04943 3.38241 3.99039 0.1366
H -0.20795 -1.03890 2.78648 0.1543
H 1.24682 -1.85539 0.31236 0.0560
H 0.71406 -2.98449 1.49748 0.1154
H -3.11588 -2.95191 -1.22117 0.1117
H -2.86045 -1.47070 -2.00737 0.1103
H 0.52973 1.73948 -1.70903 0.0945
H 0.41811 3.42393 -1.35579 0.1018
H -1.35791 3.18991 1.89355 0.1122
H -0.54487 4.26678 0.83832 0.1189
H 1.76948 4.18026 0.74239 0.1191
H 2.86740 3.06735 1.70793 0.1276
H -1.62140 0.81610 1.34759 0.1069
H -0.96252 0.10774 -0.18002 0.1175
H 1.63685 0.05064 -0.42358 0.1386
H 2.63291 0.60636 0.93405 0.0864
H 1.45232 1.47568 3.27327 0.1232
H -0.29254 1.46065 3.22701 0.1320
H -1.67913 2.46625 -0.66611 0.1507
H 2.67805 2.34071 -0.71332 0.1240
H -2.27412 -4.26360 -2.94234 0.1146
H -2.60816 -2.83929 -3.98533 0.1210
H 1.18040 -4.19732 -2.47658 0.0756
H -0.40842 -4.59316 -1.49271 0.1207
H -0.05466 -2.71344 -4.18450 0.1298
H 1.10985 -2.06893 -1.83114 0.1551
```

---

Repeat the fourth record exactly.
The following is a DFT calculation (ωB97M-V with the def2-TZVPD basis set) of one molecule with the formula C17H26N2O2 in a non-equilibrium geometry.

Its total energy is -25123.821 eV. Its charge is 0. The value obtained for the LUMO energy is 0.7310 eV. The gap between HOMO and LUMO is 9.31 eV. The relative energy (zero: lowest compared OMol25 entry of this formula, charge and spin) is 3.096 eV. The SMILES is O=C(CN[C@@]12C[C@@H]3C[C@@H](C[C@@](O)(C3)C1)C2)N1CC[C@@H]2C[C@@H]21.

```
47
Properties=species:S:1:pos:R:3:lowdin_charge:R:1
O -1.89550 -2.62643 0.92767 0.0736
O 0.67210 3.83856 3.14797 -0.0535
C -0.90872 -2.39962 0.30967 -0.4034
N 0.50031 -0.85885 1.99473 0.0153
N -1.09824 -2.26057 -1.10815 -0.0366
C 0.49124 -2.03003 1.02305 -0.0742
C -2.40653 -2.43082 -1.84673 -0.1203
C 0.54146 2.45370 -0.90235 -0.1008
C -0.57319 3.24333 1.17333 -0.0865
C 1.92261 3.17031 1.13552 -0.0516
C -0.82045 0.85916 0.64668 -0.0661
C 1.70932 0.73316 0.51958 -0.0819
C 0.60456 1.56022 2.63860 -0.0727
C -0.77365 2.25595 -0.01660 -0.2335
C 1.85158 2.14965 -0.05718 -0.2517
C 0.65410 2.89956 2.02900 -0.4991
C 0.50945 0.52381 1.49729 -0.3934
C -2.02947 -3.18833 -3.08734 -0.1377
C 0.17419 -4.00790 -2.20983 -0.0315
C -0.48087 -2.98914 -3.22222 -0.1777
C 0.05831 -2.49285 -1.95451 -0.2712
H 1.04943 3.38241 3.99039 0.1366
H -0.20795 -1.03890 2.78648 0.1543
H 1.24682 -1.85539 0.31236 0.0560
H 0.71406 -2.98449 1.49748 0.1154
H -3.11588 -2.95191 -1.22117 0.1117
H -2.86045 -1.47070 -2.00737 0.1103
H 0.52973 1.73948 -1.70903 0.0945
H 0.41811 3.42393 -1.35579 0.1018
H -1.35791 3.18991 1.89355 0.1122
H -0.54487 4.26678 0.83832 0.1189
H 1.76948 4.18026 0.74239 0.1191
H 2.86740 3.06735 1.70793 0.1276
H -1.62140 0.81610 1.34759 0.1069
H -0.96252 0.10774 -0.18002 0.1175
H 1.63685 0.05064 -0.42358 0.1386
H 2.63291 0.60636 0.93405 0.0864
H 1.45232 1.47568 3.27327 0.1232
H -0.29254 1.46065 3.22701 0.1320
H -1.67913 2.46625 -0.66611 0.1507
H 2.67805 2.34071 -0.71332 0.1240
H -2.27412 -4.26360 -2.94234 0.1146
H -2.60816 -2.83929 -3.98533 0.1210
H 1.18040 -4.19732 -2.47658 0.0756
H -0.40842 -4.59316 -1.49271 0.1207
H -0.05466 -2.71344 -4.18450 0.1298
H 1.10985 -2.06893 -1.83114 0.1551
```

---

Look up the charge of the third one.
0